Molecular formula: C28H70ClFNO18S2
Method: DFT, ωB97M-V with the def2-TZVPD basis set

Each line ends with the Löwdin charge.
Geometry (Å):
1 O -3.10257 0.90622 3.59006  -0.32
2 S -3.21600 1.91428 2.55466  0.51
3 O -2.17474 2.93399 2.60069  -0.33
4 F -2.98031 1.16648 1.15805  -0.20
5 N -4.64101 2.69689 2.47242  -0.36
6 S -5.90690 1.65211 2.64977  0.24
7 O -5.98056 0.95517 3.92070  -0.38
8 O -6.11923 0.80736 1.47988  -0.39
9 Cl -7.47568 3.00758 2.68859  0.31
10 C -7.54202 -3.12535 2.93616  -0.10
11 O -7.04868 -3.97935 3.95703  -0.19
12 C -6.15576 -4.96951 3.47554  -0.21
13 C -4.71315 -4.58658 3.73438  -0.21
14 O -4.34060 -3.45767 2.96839  -0.22
15 C -4.31275 -2.24540 3.71719  -0.09
16 H -8.04892 -2.29199 3.41862  0.09
17 H -6.73496 -2.73025 2.31645  0.08
18 H -8.26149 -3.66151 2.30590  0.08
19 H -6.31238 -5.14878 2.40738  0.12
20 H -6.38102 -5.89811 4.01227  0.12
21 H -4.06534 -5.41739 3.42915  0.12
22 H -4.55177 -4.40564 4.80131  0.13
23 H -3.44764 -2.23444 4.38852  0.10
24 H -5.22699 -2.10128 4.29489  0.09
25 H -4.21461 -1.42196 3.01428  0.07
26 C -0.48792 2.40231 5.36175  -0.10
27 O 0.08051 2.78358 6.61623  -0.19
28 C 1.13913 1.94147 7.02675  -0.22
29 C 2.49001 2.57915 6.77227  -0.21
30 O 2.75542 2.71247 5.38415  -0.19
31 C 2.53409 4.02433 4.89958  -0.11
32 H -1.14868 3.19731 5.02919  0.08
33 H 0.28265 2.25008 4.60361  0.09
34 H -1.07529 1.48777 5.47497  0.09
35 H 1.07842 0.96843 6.53007  0.13
36 H 1.02649 1.77936 8.10502  0.12
37 H 3.27265 1.93575 7.18937  0.12
38 H 2.54802 3.55094 7.27214  0.12
39 H 3.32063 4.70099 5.25468  0.08
40 H 1.55742 4.40561 5.20457  0.09
41 H 2.56922 3.98527 3.81206  0.09
42 C -1.83405 -3.41585 1.36198  -0.10
43 O -0.96384 -3.28854 0.24325  -0.19
44 C 0.36017 -2.94079 0.60873  -0.20
45 C 1.28962 -4.13504 0.55292  -0.20
46 O 0.96736 -5.10147 1.54528  -0.19
47 C 0.24129 -6.20031 1.03044  -0.12
48 H -2.76453 -3.85636 1.01623  0.08
49 H -1.40434 -4.05787 2.13541  0.09
50 H -2.05247 -2.43124 1.78382  0.09
51 H 0.38256 -2.48305 1.60180  0.13
52 H 0.70976 -2.19346 -0.11284  0.11
53 H 2.31277 -3.79781 0.75030  0.12
54 H 1.26679 -4.58510 -0.44464  0.12
55 H 0.89273 -6.83936 0.42253  0.08
56 H -0.61177 -5.87346 0.43111  0.08
57 H -0.12631 -6.77987 1.87654  0.09
58 C -0.01334 0.08046 -2.46002  -0.10
59 O 1.31976 0.06474 -1.96872  -0.20
60 C 2.10442 -0.98793 -2.50383  -0.22
61 C 3.04365 -0.49093 -3.58293  -0.21
62 O 2.34157 -0.05072 -4.73429  -0.19
63 C 2.22977 1.36196 -4.80226  -0.10
64 H -0.46837 1.01870 -2.14746  0.09
65 H -0.03977 0.01858 -3.55078  0.08
66 H -0.58819 -0.74681 -2.03114  0.08
67 H 1.46930 -1.79288 -2.88550  0.13
68 H 2.70070 -1.39171 -1.67700  0.11
69 H 3.69214 -1.31641 -3.89537  0.13
70 H 3.67941 0.30971 -3.19060  0.11
71 H 3.19679 1.81158 -5.04829  0.07
72 H 1.85777 1.78089 -3.86383  0.09
73 H 1.52354 1.60148 -5.59605  0.09
74 C 5.79146 3.45119 -5.16255  -0.11
75 O 4.63464 3.80650 -5.90054  -0.21
76 C 4.18430 5.12464 -5.62302  -0.20
77 C 4.58087 6.09052 -6.71935  -0.20
78 O 5.98914 6.27013 -6.77591  -0.19
79 C 6.59971 5.53880 -7.82356  -0.11
80 H 6.17313 2.51844 -5.57589  0.09
81 H 6.56827 4.21550 -5.23765  0.08
82 H 5.53784 3.29033 -4.10898  0.09
83 H 4.56221 5.46769 -4.65597  0.13
84 H 3.09196 5.08813 -5.56493  0.13
85 H 4.13749 7.06792 -6.50600  0.12
86 H 4.19655 5.74752 -7.68425  0.13
87 H 6.36519 5.99115 -8.79328  0.09
88 H 6.28283 4.49323 -7.82323  0.08
89 H 7.67724 5.57920 -7.67063  0.09
90 C -7.44816 -0.14197 -3.67766  -0.13
91 O -6.84653 0.52880 -2.59106  -0.19
92 C -6.58662 -0.33074 -1.48021  -0.19
93 C -5.12950 -0.72881 -1.41245  -0.19
94 O -4.75377 -1.55288 -2.51707  -0.19
95 C -4.03877 -0.84635 -3.50968  -0.11
96 H -7.43050 0.53113 -4.53520  0.08
97 H -6.90884 -1.05725 -3.93644  0.08
98 H -8.49164 -0.38769 -3.44660  0.08
99 H -7.22469 -1.21933 -1.52476  0.13
100 H -6.83335 0.22151 -0.57353  0.10
101 H -4.96725 -1.31125 -0.50219  0.13
102 H -4.49499 0.15944 -1.35977  0.13
103 H -3.02655 -0.61267 -3.15970  0.07
104 H -4.54751 0.07916 -3.79192  0.08
105 H -3.96519 -1.48898 -4.38738  0.09
106 C 6.03897 -2.03596 1.83593  -0.11
107 O 4.87855 -1.65095 1.12288  -0.20
108 C 4.46959 -0.31647 1.40147  -0.19
109 C 4.87120 0.62968 0.29070  -0.19
110 O 6.28426 0.77501 0.20035  -0.19
111 C 6.84816 0.02013 -0.85471  -0.11
112 H 6.38401 -2.98198 1.42021  0.09
113 H 6.83640 -1.29507 1.73861  0.08
114 H 5.80476 -2.18307 2.89563  0.09
115 H 4.87454 0.02278 2.35872  0.13
116 H 3.37856 -0.32208 1.47892  0.13
117 H 4.45700 1.61909 0.50321  0.13
118 H 4.45777 0.28866 -0.66317  0.11
119 H 6.60018 0.47019 -1.82308  0.08
120 H 6.50415 -1.01714 -0.83731  0.08
121 H 7.93045 0.03327 -0.73053  0.09

Cartesian forces (eV/Å) of the 3 atoms listed first:
-0.462 0.224 -1.466
1.369 1.952 1.982
-1.311 -1.088 -0.683

LUMO level   1.96 eV
E_HOMO   -0.254 Eh
HOMO-LUMO gap   8.871 eV
Total charge   -1

Molecular formula: C17H24BrCuN2O3PSTe
Method: DFT, ωB97M-V with the def2-TZVPD basis set

Each line ends with the Löwdin charge.
Geometry (Å):
1 Cu -1.08209 -0.55059 0.38753  0.00
2 Br -1.94950 1.79564 1.79090  0.80
3 C -2.77773 2.42635 0.20189  -0.58
4 C -3.34566 3.66807 0.26316  -0.16
5 C -3.99382 4.20163 -0.86751  -0.11
6 C -4.05867 3.46981 -2.01506  -0.06
7 C -3.47543 2.18012 -2.09073  -0.18
8 C -3.56575 1.43703 -3.29135  -0.08
9 C -3.00090 0.19673 -3.35851  -0.11
10 C -2.31523 -0.33240 -2.24633  -0.15
11 C -2.17172 0.32487 -1.03552  -0.17
12 C -2.79627 1.61567 -0.97305  -0.23
13 H -3.30024 4.23231 1.18479  0.08
14 H -4.43729 5.18862 -0.81269  0.09
15 H -4.55976 3.86115 -2.89423  0.10
16 H -4.08883 1.86960 -4.13758  0.10
17 H -3.06815 -0.38417 -4.27344  0.09
18 H -1.87213 -1.31780 -2.37614  0.06
19 C 1.49671 -3.54469 2.58049  -0.12
20 N 0.12548 -3.10020 2.70020  -0.07
21 C -0.73498 -3.09380 1.67295  -0.84
22 S -2.20386 -2.25561 1.79382  0.66
23 N -0.34521 -3.75963 0.56264  -0.04
24 C -1.04543 -3.69320 -0.70631  -0.11
25 H 1.99155 -3.35329 3.52920  0.07
26 H 2.03586 -2.99700 1.80000  0.06
27 H 1.53733 -4.62068 2.38378  0.08
28 H -0.03487 -2.34860 3.35299  0.02
29 H 0.64206 -3.95177 0.50224  0.11
30 H -2.00640 -3.21372 -0.54902  0.03
31 H -1.19843 -4.69610 -1.10992  0.08
32 H -0.47606 -3.09578 -1.42291  0.08
33 C 0.84565 2.25367 -1.29758  -0.06
34 C 2.07073 1.73080 -0.58723  -0.28
35 O 1.76097 1.45139 0.79116  -0.33
36 P 1.81133 -0.05212 1.35766  0.08
37 O 0.97670 -0.99394 0.53616  -0.39
38 Te 1.40748 0.14739 3.68714  0.36
39 O 3.32788 -0.52566 1.06721  -0.30
40 C 4.42283 0.17701 1.65777  -0.33
41 C 5.71176 -0.41857 1.13618  -0.08
42 H 1.08780 2.50329 -2.33394  0.08
43 H 0.46823 3.14949 -0.80301  0.08
44 H 0.05309 1.50670 -1.28995  0.05
45 H 2.87433 2.47264 -0.56677  0.11
46 H 2.45329 0.82448 -1.06709  0.11
47 H 4.34647 0.08895 2.74548  0.06
48 H 4.34911 1.24140 1.40919  0.11
49 H 5.78406 -1.46889 1.42119  0.07
50 H 6.57527 0.10958 1.54260  0.07
51 H 5.74841 -0.35618 0.04755  0.07

Cartesian forces (eV/Å) of the 3 atoms listed first:
-0.314 0.121 -0.163
0.128 -0.019 0.024
-0.036 0.032 -0.024

LUMO level   2.57 eV
E_HOMO   -0.146 Eh
HOMO-LUMO gap   6.549 eV
ΔE to the lowest compared entry with this formula, charge and spin   0.110 eV
Total charge   -1

Molecular formula: C4H12N2O
Method: DFT, ωB97M-V with the def2-TZVPD basis set

Each line ends with the Löwdin charge.
Geometry (Å):
1 C -1.01684 0.04952 2.35427  -0.26
2 C -0.30091 -0.83119 1.31171  -0.17
3 C -0.30330 -0.22783 -0.04866  0.03
4 C -0.53010 -1.03047 -1.16962  -0.08
5 N -0.46338 -0.55951 -2.40000  0.20
6 N -0.43664 1.37778 2.58262  0.01
7 H -2.03010 0.24467 1.99215  0.12
8 H -1.02816 -0.47396 3.30673  0.12
9 H -0.82477 -1.79143 1.25987  0.13
10 H 0.76619 -0.90656 1.57551  0.14
11 H -0.66491 0.78692 -0.16222  0.14
12 H -0.83890 -2.06214 -1.03260  0.15
13 H -0.91920 -1.04758 -3.15703  0.14
14 H 0.43097 -0.08823 -2.61387  0.11
15 H -0.57376 1.95814 1.75411  0.06
16 H 0.56567 1.29930 2.70462  0.07
17 H 2.73218 0.31568 -1.45904  0.06
18 H 2.80832 1.42684 -2.61038  0.06
19 O 2.26619 0.77149 -2.16765  -0.04

Cartesian forces (eV/Å) of the 3 atoms listed first:
0.187 1.008 -0.170
0.128 0.685 -0.373
-1.499 -0.744 0.494

LUMO level (spin up / spin down)   -4.08 / -7.02 eV
E_HOMO (spin up / spin down)   -0.480 / -0.479 Eh
2S+1   2
HOMO-LUMO gap (spin up / spin down)   8.981 / 6.022 eV
ΔE to the lowest compared entry with this formula, charge and spin   0.652 eV
Total charge   +1

Molecular formula: C7H13BFeN4
Method: DFT, ωB97M-V with the def2-TZVPD basis set

Each line ends with the Löwdin charge.
Geometry (Å):
1 Fe 0.12188 1.04078 0.75029  0.68
2 C -0.38984 -0.44517 -2.98116  -0.09
3 H -0.19044 -0.17388 -1.81446  0.03
4 H -0.31696 -1.51784 -3.32269  0.01
5 H 0.40909 -0.42118 -3.77314  0.01
6 H -1.36365 -0.02687 -3.44795  0.04
7 H -1.06672 1.99714 1.09917  -0.10
8 B 2.12459 -0.98328 2.45548  -0.36
9 N 2.71953 0.12637 1.43820  -0.05
10 C 4.00253 0.62245 1.43817  -0.06
11 C 4.05904 1.59934 0.42171  -0.08
12 C 2.80767 1.62832 -0.20962  -0.14
13 N 1.95594 0.77065 0.42280  -0.12
14 N 0.67885 -0.53604 3.00599  -0.04
15 C 0.01314 -0.41708 4.18491  -0.06
16 C -1.27527 0.08467 3.94029  -0.08
17 C -1.43884 0.12705 2.57631  -0.20
18 N -0.23138 -0.20622 1.98659  -0.17
19 H 2.86238 -0.98944 3.39196  0.05
20 H 2.03773 -2.05331 1.90821  0.05
21 H 4.79295 0.30592 2.22276  0.16
22 H 4.95520 2.19802 0.19164  0.10
23 H 2.53387 2.25701 -1.03989  0.10
24 H 0.48102 -0.70559 5.14804  0.14
25 H -2.01949 0.37785 4.68181  0.10
26 H -2.32380 0.39550 2.00677  0.09

Cartesian forces (eV/Å) of the 3 atoms listed first:
-0.607 2.128 -2.442
-0.295 -0.778 -0.923
-0.218 -0.890 -3.364

LUMO level (spin up / spin down)   0.76 / -0.02 eV
E_HOMO (spin up / spin down)   -0.293 / -0.322 Eh
2S+1   5
HOMO-LUMO gap (spin up / spin down)   8.723 / 8.741 eV

Number 1: maximum force 0.0603 Eh/bohr, E_tot -3874.11501 Ha. Number 2: maximum force 0.0097 Eh/bohr, E_tot -6219.67861 Ha. Number 3: maximum force 0.0339 Eh/bohr, E_tot -344.03853 Ha. Number 4: maximum force 0.0954 Eh/bohr, E_tot -1781.98298 Ha.